Computed, not measured: a single CH3N3O molecule, with ωB97M-V/def2-TZVPD.

CARTESIAN COORDINATES (ANGSTROEM)
C  0.43482  0.55492  -0.07629
N  -0.95912  -1.37244  -0.08294
N  -1.80374  0.43455  0.35510
N  0.20244  -0.92527  -0.08213
O  -0.84930  1.10067  -0.23949
H  0.94615  0.80451  0.87629
H  1.02294  0.89385  -0.93350
H  1.00582  -1.49080  0.18296

Properties
E_tot = -279.160418 Eh
LUMO (spin up / spin down) = 0.005 / 0.012 Eh
Net charge = 0
HOMO (spin up / spin down) = -7.43 / -8.40 eV
Energy above the lowest of the compared OMol25 structures with the same formula, charge and spin = 167.4 kcal per mole
Strongest force on any atom = 1.7 eV Å⁻¹
Gap between HOMO and LUMO (spin up / spin down) = 7.56 / 8.74 eV



Computed, not measured: a single CH3N3O molecule, with ωB97M-V/def2-TZVPD.

CARTESIAN COORDINATES (ANGSTROEM)
H  -2.54039  -0.98562  -0.29462
N  -1.95275  -0.31004  0.03979
N  -0.81860  -0.63978  -0.20907
C  0.20671  0.53247  -0.08062
N  1.44065  -0.02183  -0.08621
O  -0.05575  1.67758  0.13435
H  1.69790  -0.97695  0.23429
H  2.02221  0.72417  0.26210

Properties
E_tot = -279.359344 Eh
LUMO = 0.006 Eh
Net charge = 0
HOMO = -9.19 eV
SMILES = [H]/N=N/C(N)=O
Energy above the lowest of the compared OMol25 structures with the same formula, charge and spin = 42.6 kcal per mole
Strongest force on any atom = 4.0 eV Å⁻¹
Gap between HOMO and LUMO = 9.34 eV



Computed, not measured: a single CH3N3O molecule, with ωB97M-V/def2-TZVPD.

CARTESIAN COORDINATES (ANGSTROEM)
C  -0.74516  0.48701  0.62693
N  0.47077  0.65264  0.75443
N  -1.90654  0.87135  0.58015
N  1.30267  -0.87563  -0.87653
O  1.47792  -0.24011  0.32655
H  0.40380  -1.08405  -1.11718
H  -2.56076  0.46157  1.31041
H  1.55729  -0.27278  -1.60475

Properties
E_tot = -279.106047 Eh
LUMO (spin up / spin down) = 0.036 / -0.110 Eh
Net charge = 0
HOMO (spin up / spin down) = -6.07 / -10.23 eV
Energy above the lowest of the compared OMol25 structures with the same formula, charge and spin = 105.2 kcal per mole
2S+1 = 3
Strongest force on any atom = 4.1 eV Å⁻¹
Gap between HOMO and LUMO (spin up / spin down) = 7.05 / 7.25 eV



Computed, not measured: 2 unconnected molecules or ions with the total composition CH3N3O2, with ωB97M-V/def2-TZVPD.

CARTESIAN COORDINATES (ANGSTROEM)
N  -1.96767  -0.65028  0.25343
C  -1.73472  0.21175  -0.52908
O  -1.62934  1.08504  -1.27418
H  -1.51678  -1.52239  0.42052
N  1.51829  0.58806  0.50912
N  1.14921  -0.00512  -0.65980
O  1.27511  -1.20901  -0.71962
H  1.85861  0.02726  1.32606
H  1.04728  1.47469  0.67355

Properties
E_tot = -354.580360 Eh
LUMO = 0.017 Eh
Net charge = 0
HOMO = -9.89 eV
SMILES = N=C=O.NN=O
Energy above the lowest of the compared OMol25 structures with the same formula, charge and spin = 64.8 kcal per mole
Strongest force on any atom = 1.7 eV Å⁻¹
Gap between HOMO and LUMO = 10.35 eV



Computed, not measured: a single CH3N3O2S molecule, with ωB97M-V/def2-TZVPD.

CARTESIAN COORDINATES (ANGSTROEM)
C  -0.13534  -0.22154  0.02926
N  0.99279  -0.64303  0.34008
N  -1.00874  -0.96447  -0.78038
N  -0.70576  1.12505  0.02278
O  -1.68474  2.16946  -2.08708
O  -2.27078  -0.22413  -1.05985
S  -2.03500  1.50851  -0.84376
H  1.57939  0.01724  0.80756
H  -1.22603  -1.95132  -0.92672
H  -0.27440  1.64321  0.67997

Properties
E_tot = -752.733299 Eh
LUMO = 0.013 Eh
Net charge = 0
HOMO = -9.45 eV
Energy above the lowest of the compared OMol25 structures with the same formula, charge and spin = 61.4 kcal per mole
Strongest force on any atom = 4.3 eV Å⁻¹
Gap between HOMO and LUMO = 9.81 eV



Computed, not measured: a single CH3N3O2Si molecule, with ωB97M-V/def2-TZVPD.

CARTESIAN COORDINATES (ANGSTROEM)
N  -1.10460  -2.71264  0.46747
C  -0.62978  -1.74913  -0.00745
Si  0.17821  -0.12596  -0.56959
N  1.59981  0.42259  0.35071
N  -1.14089  1.15770  -0.06930
O  -2.16454  1.20226  -0.69217
O  -0.92056  1.78257  0.95683
H  0.51813  -0.36458  -2.05346
H  2.32376  -0.31315  0.33284
H  1.34046  0.70034  1.28409

Properties
E_tot = -644.084297 Eh
LUMO = -0.016 Eh
Net charge = 0
HOMO = -11.35 eV
SMILES = N#C[Si@H](N)[N+](=O)[O-]
Energy above the lowest of the compared OMol25 structures with the same formula, charge and spin = 4.5 kcal per mole
Strongest force on any atom = 2.8 eV Å⁻¹
Gap between HOMO and LUMO = 10.91 eV



Question: Among the records above, which one has the lowest E_tot?
Answer: CH3N3O2S